The following is a quantum chemistry calculation of 8 unconnected molecules or ions with the total composition C9H25BBr4N4O11, from the OMol25 dataset.

Output
- Molar mass: 695.74 u
- Charge: +2
- HOMO-LUMO gap: 4.42 eV
- E_HOMO: -10.97 eV
- Energy relative to the best compared isomer or geometry (same formula, charge and spin): 161.2 kcal/mol
- Max |F|: 6.38 eV/A

Geometry as XYZ:
```
54
Properties=species:S:1:pos:R:3:forces:R:3
N -1.274 5.770 -0.683 -0.11 0.84 0.14
H -0.687 6.494 -0.294 0.46 0.41 0.00
H -1.105 5.700 -1.676 0.44 -0.54 -0.63
H -2.223 6.104 -0.593 -0.73 -0.16 0.28
H -1.106 4.925 -0.155 -0.13 -0.78 -0.14
N 3.550 -5.403 2.044 -0.93 -0.09 0.63
H 2.547 -5.451 1.935 -0.74 0.16 -0.61
H 3.667 -5.789 2.969 0.72 -0.33 0.44
H 3.808 -4.426 2.054 0.35 0.55 -0.28
H 3.995 -5.958 1.326 0.42 -0.11 -0.32
N 1.222 4.900 5.845 -0.13 0.84 -0.54
H 0.676 4.324 5.220 -0.39 -0.44 -0.35
H 2.185 4.902 5.540 0.71 -0.75 0.47
H 1.026 4.657 6.805 0.42 -0.42 0.58
H 0.976 5.873 5.727 -0.72 0.56 -0.04
N 6.459 2.442 1.280 -0.55 0.79 0.59
H 7.393 2.512 1.658 0.86 -0.78 -0.48
H 6.353 2.530 0.280 0.51 0.02 -0.71
H 6.041 3.253 1.714 -0.82 0.39 0.00
H 5.944 1.624 1.573 -0.06 -0.69 0.34
O 0.467 3.018 -5.512 3.90 -4.47 -0.56
C 1.288 2.035 -5.658 -3.65 2.69 2.52
O 1.418 0.987 -4.769 -0.23 1.95 -1.75
B 2.514 0.117 -5.288 -1.18 -0.44 0.63
O 2.689 0.577 -6.673 1.80 -2.24 0.50
C 2.253 1.757 -6.812 -0.53 4.78 -4.20
O 2.476 2.539 -7.781 -0.79 -2.67 3.62
O 2.184 -1.321 -5.197 1.81 -1.23 1.10
C 3.152 -1.944 -4.424 -0.24 -2.38 -0.70
O 3.389 -3.153 -4.262 -1.38 3.74 -0.63
C 4.011 -0.826 -3.816 0.27 0.16 0.39
O 3.657 0.300 -4.380 0.41 0.51 -0.39
O 4.846 -0.932 -2.954 -0.16 -0.21 -0.12
O -0.025 -1.343 1.939 0.28 -0.64 0.16
C 0.848 -0.315 2.137 1.49 1.61 0.40
O 0.357 0.829 2.053 -1.17 1.01 -0.13
O 2.048 -0.514 2.399 0.27 -1.50 -0.03
H -0.843 -0.847 1.858 -0.46 -0.16 -0.21
Br -4.591 -1.010 -2.735 -0.49 -1.51 -0.62
C -4.957 -2.691 -3.859 0.70 0.47 -0.54
C -4.382 -2.362 -5.215 0.13 0.00 -1.86
Br -4.492 -4.005 -6.447 0.05 1.15 1.05
H -6.016 -2.941 -3.932 -0.01 0.64 0.26
H -4.463 -3.578 -3.463 0.24 0.50 0.49
H -3.370 -1.975 -5.331 0.39 -0.90 0.91
H -4.854 -1.568 -5.793 -1.01 -0.34 0.32
Br -7.499 -4.378 6.833 0.74 0.86 0.21
C -6.495 -2.674 7.084 0.02 0.39 -0.11
C -5.741 -2.330 5.831 0.23 0.15 -1.10
Br -5.176 -0.346 5.809 -0.41 -1.66 0.11
H -5.752 -2.734 7.879 -0.53 -0.41 0.28
H -7.229 -1.899 7.304 -0.02 -0.31 0.09
H -6.306 -2.513 4.917 -0.26 0.59 0.16
H -4.851 -2.943 5.690 0.23 0.41 0.36
```
Forces are in eV/Å.